{"formula": "C13H36N6O4Si", "method": "ωB97M-V/def2-TZVPD", "multiplicity": 1, "total_energy_ev": -39070.7971, "gap_ev": 9.190, "symbols": ["C", "O", "C", "C", "C", "C", "C", "C", "C", "C", "C", "Si", "H", "H", "H", "H", "H", "H", "H", "H", "H", "H", "H", "H", "H", "H", "H", "H", "H", "H", "H", "H", "H", "H", "H", "H", "C", "O", "N", "N", "H", "H", "H", "H", "C", "O", "N", "N", "H", "H", "H", "H", "C", "O", "N", "N", "H", "H", "H", "H"], "xyz": [[-1.155, -4.973, 2.615], [-2.298, -4.263, 3.208], [-3.127, -3.848, 2.038], [-4.275, -2.727, 2.462], [-4.304, -1.571, 1.319], [-3.464, -0.212, 1.598], [-2.782, -0.042, 3.067], [-1.481, -1.006, 3.333], [-0.135, -0.230, 3.856], [1.154, -0.945, 3.080], [1.362, -0.164, 1.642], [0.982, -1.316, 0.107], [-1.388, -5.440, 1.544], [-0.195, -4.282, 2.510], [-0.883, -5.888, 3.327], [-3.709, -4.773, 1.562], [-2.360, -3.421, 1.243], [-4.201, -2.368, 3.569], [-5.318, -3.305, 2.387], [-3.880, -2.039, 0.306], [-5.430, -1.281, 1.070], [-2.643, -0.093, 0.743], [-4.211, 0.700, 1.455], [-3.605, -0.176, 3.921], [-2.431, 1.095, 3.151], [-1.820, -1.813, 4.141], [-1.291, -1.598, 2.330], [-0.008, -0.505, 5.011], [-0.146, 0.925, 3.675], [0.883, -2.095, 2.942], [2.120, -0.880, 3.752], [2.428, 0.330, 1.590], [0.589, 0.737, 1.534], [1.824, -2.502, 0.211], [1.135, -0.603, -1.166], [-0.416, -1.769, 0.207], [2.174, 2.212, -2.091], [1.475, 2.118, -1.094], [3.502, 2.416, -2.031], [1.678, 2.120, -3.338], [4.094, 2.496, -2.841], [3.916, 2.491, -1.111], [0.682, 1.966, -3.427], [2.238, 2.194, -4.171], [-2.157, 1.764, -3.285], [-1.039, 1.323, -3.499], [-3.067, 1.941, -4.259], [-2.578, 2.114, -2.056], [-3.992, 2.304, -4.103], [-2.790, 1.690, -5.200], [-1.923, 1.996, -1.294], [-3.495, 2.479, -1.861], [6.485, 3.436, -4.115], [5.342, 3.072, -3.892], [7.474, 3.326, -3.210], [6.860, 3.979, -5.288], [8.422, 3.620, -3.375], [7.235, 2.922, -2.313], [6.146, 4.080, -5.997], [7.796, 4.285, -5.491]]}